(1)
Below is the molecule C3H2ClNS2, with properties calculated with ωB97M-V/def2-TZVPD.

```
9
Properties=species:S:1:pos:R:3:forces:R:3
C 0.149 0.263 0.572 -1.42 -1.17 0.68
C -0.785 -0.233 -0.542 -0.09 -0.99 0.10
C 1.116 1.042 0.163 1.88 0.56 0.66
N -1.155 -1.443 -0.569 0.35 2.21 -1.13
S -0.053 -0.229 2.174 -0.70 -1.21 0.11
S -1.193 -2.803 0.114 0.26 0.13 1.39
Cl -1.112 0.833 -1.881 -0.21 -0.49 0.38
H 1.934 1.369 0.833 -0.78 -0.04 -0.65
H 1.098 1.201 -0.863 0.71 1.00 -1.56
```
Positions in Å, forces in eV/Å.

Kohn-Sham gap (spin up / spin down) ... 5.07 / 4.95 eV
Relative energy (zero: lowest compared OMol25 entry of this formula, charge and spin) ... 60.0 kcal per mole
LUMO level (spin up / spin down) ... -3.13 / -3.14 eV

(2)
Below is the ion C4H11N4 with charge +1, with properties calculated with ωB97M-V/def2-TZVPD.

```
19
Properties=species:S:1:pos:R:3:forces:R:3
C 0.759 -2.179 1.135 0.80 2.46 0.13
C 0.478 -1.005 0.232 -1.00 -0.72 -0.02
N 1.411 -0.161 -0.092 -0.89 -1.26 -0.47
N 0.729 0.908 -0.796 -0.61 2.02 -1.46
C 1.066 2.103 0.000 1.03 2.36 0.03
C -0.734 0.740 -1.040 -1.55 -3.36 4.48
N -0.813 -0.737 -0.150 -0.06 2.83 -1.72
N -1.942 -1.523 -0.034 1.26 -0.62 -1.61
H -0.118 -2.726 1.290 -1.43 -0.46 0.86
H 1.266 -1.706 2.007 -0.67 -0.83 -0.23
H 1.420 -2.866 0.704 1.34 -0.74 -0.87
H 1.085 1.124 -1.748 0.69 -0.82 0.73
H 0.549 2.221 0.946 -0.35 -0.89 0.06
H 2.182 2.084 0.254 -1.66 0.09 -0.81
H 0.731 2.995 -0.586 0.74 -0.56 0.32
H -1.216 0.511 -1.962 1.03 -0.20 -1.36
H -1.422 1.478 -0.565 1.16 -0.33 0.16
H -2.558 -1.310 0.697 -0.72 0.78 1.17
H -2.448 -1.751 -0.905 0.90 0.25 0.62
```
Positions in Å, forces in eV/Å.

Kohn-Sham gap ... 10.50 eV
SMILES ... CC1=N[N@H+](C)CN1N
Relative energy (zero: lowest compared OMol25 entry of this formula, charge and spin) ... 95.9 kcal per mole
LUMO level ... -3.03 eV
Charge ... +1

(3)
Below is the molecule C5H5IN2O, with properties calculated with ωB97M-V/def2-TZVPD.

```
14
Properties=species:S:1:pos:R:3:forces:R:3
C 2.242 0.886 -0.066 0.58 0.26 -0.02
N 0.892 0.403 -0.199 -0.33 -0.53 0.43
N 0.225 0.714 -1.313 0.07 0.60 -0.99
C -1.000 0.227 -1.233 0.07 -0.18 0.47
C -1.262 -0.466 -0.063 5.28 0.80 2.18
C -2.414 -1.122 0.470 -0.15 -0.32 0.51
O -3.501 -1.134 -0.061 -0.20 -0.03 -0.14
C 0.204 -0.308 0.671 -4.99 -0.76 -1.93
I 0.808 -0.988 2.516 0.02 0.14 -0.27
H 2.248 1.845 0.455 -0.02 -0.07 -0.04
H 2.847 0.173 0.493 -0.09 0.01 -0.06
H 2.646 1.018 -1.070 -0.08 -0.04 0.16
H -1.689 0.386 -2.041 -0.08 0.05 -0.20
H -2.247 -1.635 1.441 -0.07 0.05 -0.09
```
Positions in Å, forces in eV/Å.

Kohn-Sham gap ... 9.00 eV
SMILES ... Cn1ncc(C=O)c1I
Relative energy (zero: lowest compared OMol25 entry of this formula, charge and spin) ... 22.6 kcal per mole
LUMO level ... 0.06 eV